No. 1
C4H8O3 | ωB97M-V/def2-TZVPD

ΔE to the lowest compared entry with this formula, charge and spin (kcal/mol): 23.2
LUMO (eV): 0.90
Frontier orbital gap (eV): 11.283
SMILES: C[C@@H](O)COC=O
M (g/mol): 104.10

Each line ends with the Löwdin charge.
Atoms and positions in Å:
C -1.674 1.042 -0.553  -0.036
C -0.200 0.652 -0.390  -0.419
O 0.361 1.235 0.769  -0.032
C 0.025 -0.858 -0.432  -0.124
O 1.435 -1.123 -0.341  -0.011
C 1.962 -1.156 0.884  -0.332
O 1.354 -1.114 1.926  0.059
H -2.247 0.326 -1.153  0.078
H -1.746 2.021 -1.037  0.080
H -2.146 1.128 0.432  0.085
H 0.378 1.066 -1.224  0.147
H 0.220 0.630 1.513  0.081
H -0.282 -1.262 -1.399  0.136
H -0.505 -1.392 0.365  0.138
H 3.054 -1.243 0.805  0.152

=====

No. 2
C4H10N2O2 | ωB97M-V/def2-TZVPD

ΔE to the lowest compared entry with this formula, charge and spin (kcal/mol): 32.5
LUMO (eV): 0.56
Frontier orbital gap (eV): 9.185
SMILES: C/C=C/O.NC(N)=O
M (g/mol): 118.14

Each line ends with the Löwdin charge.
Atoms and positions in Å:
C -0.036 -0.687 2.228  -0.102
C -0.627 0.685 2.216  -0.152
C -0.224 1.669 1.435  -0.239
O -0.797 2.917 1.529  -0.017
H -0.814 -1.425 2.380  0.070
H 0.458 -0.903 1.279  0.062
H 0.691 -0.815 3.031  0.070
H -1.455 0.910 2.870  0.107
H 0.591 1.585 0.731  0.105
H -0.597 3.426 0.740  0.086
N 0.310 0.094 -1.644  0.133
C 0.059 -1.223 -2.024  -0.671
N 0.741 -1.639 -3.148  0.139
O -0.713 -1.936 -1.425  0.045
H -0.456 0.447 -1.088  0.083
H 0.545 0.702 -2.416  0.090
H 1.588 -1.172 -3.422  0.090
H 0.736 -2.637 -3.273  0.100

=====

No. 3
C46H58BCl3N11NaO6S4 | ωB97M-V/def2-TZVPD

ΔE to the lowest compared entry with this formula, charge and spin (kcal/mol): 8.0
LUMO (eV): 0.16
Frontier orbital gap (eV): 6.790
M (g/mol): 1129.47

Each line ends with the Löwdin charge.
Atoms and positions in Å:
Na -0.479 -0.068 1.151  0.246
O -5.282 1.990 2.557  0.093
C -4.205 1.208 2.386  -0.557
O -3.208 1.305 3.051  0.101
C -4.434 0.159 1.337  -0.242
C -5.715 -0.150 0.903  0.003
C -5.858 -1.153 -0.042  -0.026
C -4.731 -1.791 -0.519  0.005
C -3.489 -1.406 -0.022  -0.170
N -3.348 -0.466 0.900  0.203
C -2.182 -2.033 -0.445  -0.480
O -2.226 -3.227 -1.048  0.124
O -1.127 -1.560 -0.125  0.042
H -5.038 2.689 3.179  0.136
H -6.567 0.387 1.292  0.122
H -6.840 -1.432 -0.400  0.116
H -4.829 -2.539 -1.295  0.115
H -3.111 -3.409 -1.385  0.093
C -6.427 2.626 -1.468  -0.038
C -5.690 3.833 -2.050  -0.554
C -6.476 4.367 -3.247  -0.059
C -5.566 4.956 -1.020  -0.051
N -4.345 3.397 -2.499  0.003
C -3.915 3.396 -3.821  -0.046
C -2.685 2.858 -3.845  -0.066
N -2.347 2.505 -2.556  0.023
B -1.048 1.777 -2.148  -0.654
N 0.023 2.847 -1.804  0.037
C -0.040 4.183 -2.140  -0.039
C 1.069 4.784 -1.678  -0.046
N 1.836 3.818 -1.042  0.004
C 1.165 2.626 -1.115  -0.678
S 1.643 1.117 -0.496  0.661
C 3.092 4.098 -0.298  -0.552
C 3.468 5.569 -0.479  -0.060
C 2.860 3.833 1.190  -0.041
C 4.237 3.251 -0.856  -0.046
N -0.520 0.994 -3.396  0.043
C 0.627 1.305 -4.094  -0.054
C 0.803 0.379 -5.051  -0.049
N -0.256 -0.513 -4.969  0.001
C -1.070 -0.120 -3.934  -0.677
S -2.562 -0.777 -3.449  0.661
C -0.332 -1.783 -5.737  -0.556
C -0.159 -2.946 -4.760  -0.038
C 0.806 -1.825 -6.755  -0.061
C -1.655 -1.883 -6.495  -0.055
C -3.357 2.845 -1.722  -0.659
S -3.304 2.670 -0.038  0.751
H -7.452 2.904 -1.216  0.088
H -5.920 2.274 -0.570  0.033
H -6.450 1.813 -2.197  0.094
H -7.452 4.696 -2.891  0.088
H -6.633 3.597 -4.003  0.086
H -5.976 5.222 -3.703  0.087
H -6.564 5.269 -0.708  0.085
H -5.052 5.815 -1.454  0.090
H -5.010 4.618 -0.149  0.024
H -4.508 3.765 -4.635  0.106
H -2.029 2.678 -4.679  0.127
H -1.244 1.039 -1.232  0.077
H -0.874 4.598 -2.677  0.120
H 1.364 5.812 -1.758  0.106
H 2.720 6.238 -0.053  0.085
H 3.617 5.815 -1.531  0.086
H 4.410 5.740 0.041  0.089
H 2.047 4.462 1.557  0.093
H 3.767 4.065 1.751  0.089
H 2.600 2.790 1.357  0.014
H 4.417 3.505 -1.902  0.089
H 4.012 2.190 -0.785  0.029
H 5.145 3.457 -0.286  0.087
H 1.226 2.164 -3.851  0.121
H 1.581 0.306 -5.785  0.105
H 0.765 -2.825 -4.193  0.093
H -0.116 -3.889 -5.308  0.086
H -0.987 -2.982 -4.057  0.045
H 1.781 -1.846 -6.266  0.084
H 0.763 -0.979 -7.442  0.086
H 0.704 -2.740 -7.338  0.088
H -2.499 -1.764 -5.821  0.014
H -1.718 -2.862 -6.973  0.086
H -1.714 -1.114 -7.268  0.087
Cl 3.045 -1.021 7.536  0.668
C 3.399 -1.544 5.918  -0.656
C 3.879 -2.824 5.701  -0.087
C 4.115 -3.233 4.400  -0.027
C 3.901 -2.395 3.309  -0.160
C 4.141 -2.870 1.886  -0.260
C 3.336 -4.138 1.561  -0.070
N 1.959 -4.018 1.995  -0.062
C 1.416 -4.602 3.114  -0.063
C 0.122 -4.183 3.162  -0.130
N -0.145 -3.359 2.097  0.059
C 0.975 -3.280 1.422  -0.138
O 5.531 -2.974 1.565  -0.072
C 6.201 -4.222 1.502  -0.161
C 6.496 -4.848 2.835  -0.336
C 6.130 -6.099 3.229  -0.985
Cl 5.235 -7.260 2.329  0.673
S 6.667 -6.486 4.818  0.993
C 7.415 -4.949 4.968  -0.401
C 7.252 -4.194 3.855  -0.137
C 3.428 -1.109 3.570  -0.548
Cl 3.093 0.010 2.296  0.766
C 3.176 -0.679 4.866  -0.121
H 4.059 -3.492 6.532  0.108
H 4.472 -4.241 4.235  0.101
H 3.791 -2.083 1.220  0.107
H 3.760 -5.007 2.059  0.081
H 3.356 -4.313 0.484  0.146
H 1.985 -5.252 3.755  0.118
H -0.633 -4.421 3.893  0.097
H 1.109 -2.716 0.510  0.138
H 7.152 -3.971 1.029  0.139
H 5.689 -4.936 0.853  0.104
H 7.929 -4.698 5.882  0.070
H 7.625 -3.186 3.750  0.127
H 2.803 0.320 5.038  0.100
C -0.192 1.448 5.280  -0.058
N -1.011 0.292 4.982  0.027
C -0.845 -0.433 3.848  -0.602
N -1.763 -1.417 3.635  0.186
O 0.124 -0.261 3.100  -0.065
H 0.434 1.271 6.157  0.075
H -0.815 2.325 5.453  0.084
H 0.450 1.636 4.422  0.082
H -1.864 0.169 5.497  0.132
H -2.706 -1.282 3.953  0.098
H -1.602 -1.997 2.820  0.063

=====

No. 4
C7H6N2O3P | ωB97M-V/def2-TZVPD

<S²>: 2.033
Charge: -1
LUMO (alpha / beta) (eV): 3.27 / 1.50
Frontier orbital gap (alpha / beta) (eV): 4.948 / 6.806
M (g/mol): 197.11
Multiplicity: 3

Each line ends with the Löwdin charge.
Atoms and positions in Å:
C -0.355 -1.292 -1.674  0.122
C 1.796 -1.721 -1.104  -0.063
C 0.642 -0.286 0.200  -0.266
C 0.621 0.629 1.252  -0.093
C -0.501 1.342 1.653  -0.130
C -1.614 1.074 0.883  -0.167
C -1.618 0.281 -0.251  -0.084
N -0.499 -0.508 -0.674  -0.089
N 1.728 -0.952 -0.151  0.063
O 3.913 -2.326 -2.444  -0.230
O 3.665 -3.631 -0.344  -0.389
O 2.170 -4.228 -2.287  -0.343
P 2.855 -3.180 -1.542  0.163
H -0.956 -1.431 -2.588  0.073
H 1.500 0.857 1.883  0.100
H -0.348 1.866 2.563  0.088
H -2.692 1.469 1.035  0.113
H -2.435 0.032 -0.768  0.052
H 4.437 -1.779 -1.786  0.080

=====

No. 5
C19H26N2O3 | ωB97M-V/def2-TZVPD

ΔE to the lowest compared entry with this formula, charge and spin (kcal/mol): 31.2
LUMO (eV): 0.76
Frontier orbital gap (eV): 9.609
SMILES: CCCCc1nc2cc(C(=O)N3CCC[C@H](COC)C3)ccc2o1
M (g/mol): 330.43

Each line ends with the Löwdin charge.
Atoms and positions in Å:
C -7.721 -0.530 -1.039  -0.116
C -6.669 0.475 -0.589  -0.275
C -5.301 -0.182 -0.428  -0.210
C -4.236 0.830 0.017  -0.110
C -2.921 0.165 0.165  -0.333
N -1.935 0.231 -0.660  0.203
C -0.958 -0.578 -0.125  -0.213
C 0.320 -0.895 -0.562  0.041
C 1.071 -1.743 0.236  -0.156
C 2.440 -2.163 -0.222  -0.428
O 2.616 -3.201 -0.831  0.077
N 3.449 -1.324 0.103  -0.040
C 4.785 -1.561 -0.399  -0.138
C 5.175 -0.450 -1.371  -0.161
C 5.037 0.915 -0.698  -0.169
C 3.615 1.105 -0.163  -0.269
C 3.448 2.470 0.534  -0.194
O 2.260 3.149 0.207  -0.179
C 1.083 2.600 0.746  -0.100
C 3.295 -0.062 0.784  -0.116
C 0.557 -2.277 1.423  -0.017
C -0.715 -1.972 1.870  0.018
C -1.456 -1.114 1.080  -0.190
O -2.713 -0.629 1.250  0.131
H -7.448 -0.965 -1.997  0.072
H -7.817 -1.335 -0.313  0.072
H -8.690 -0.047 -1.145  0.068
H -6.598 1.281 -1.322  0.110
H -6.972 0.918 0.363  0.109
H -4.994 -0.625 -1.377  0.124
H -5.365 -0.983 0.313  0.120
H -4.137 1.621 -0.726  0.127
H -4.528 1.266 0.975  0.128
H 0.701 -0.503 -1.490  0.133
H 4.783 -2.535 -0.892  0.121
H 5.483 -1.586 0.446  0.130
H 6.201 -0.603 -1.708  0.112
H 4.520 -0.495 -2.243  0.121
H 5.745 0.987 0.132  0.123
H 5.272 1.706 -1.412  0.118
H 2.918 1.075 -1.007  0.150
H 3.525 2.347 1.626  0.129
H 4.241 3.148 0.207  0.127
H 0.294 3.323 0.548  0.093
H 0.815 1.648 0.275  0.065
H 1.176 2.451 1.829  0.095
H 2.283 0.016 1.180  0.115
H 3.999 -0.038 1.627  0.139
H 1.177 -2.948 1.999  0.123
H -1.112 -2.383 2.784  0.118

=====

No. 6
C8H20ClN2 | ωB97M-V/def2-TZVPD

ΔE to the lowest compared entry with this formula, charge and spin (kcal/mol): 0.0
Charge: +1
LUMO (eV): -3.24
Frontier orbital gap (eV): 10.010
M (g/mol): 179.72

Each line ends with the Löwdin charge.
Atoms and positions in Å:
C -2.035 0.444 4.518  -0.125
C 1.201 2.502 -2.398  -0.025
C 2.635 0.581 -2.205  -0.053
C -0.706 -1.753 -2.449  -0.005
C 0.541 -1.362 -0.358  0.010
C -1.079 -0.195 3.468  -0.401
C -1.396 0.204 2.141  -0.573
C 0.188 0.358 -1.885  0.022
N 1.281 1.077 -2.106  -0.195
N 0.442 -1.056 -1.839  -0.202
Cl -2.789 -0.843 1.635  0.558
H -3.080 0.020 4.525  0.071
H -1.649 0.016 5.610  0.129
H -2.069 1.539 4.597  0.067
H 1.887 2.761 -3.222  0.114
H 0.118 2.673 -2.564  0.106
H 1.386 3.146 -1.543  0.100
H 2.798 0.274 -3.243  0.108
H 3.375 1.286 -1.924  0.090
H 3.081 -0.402 -1.759  0.137
H -1.697 -1.504 -2.003  0.120
H -0.837 -1.379 -3.463  0.101
H -0.463 -2.884 -2.399  0.147
H -0.544 -1.450 0.141  0.109
H 0.996 -2.334 -0.135  0.117
H 0.974 -0.546 0.164  0.074
H -0.109 0.011 3.808  0.088
H -1.140 -1.302 3.630  0.115
H -1.836 1.271 2.170  0.120
H -0.729 0.104 1.357  -0.013
H 1.254 -1.258 -2.266  0.089